(1)
A 5-piece molecular cluster, C30H72ClN5O4S overall. Source: the OMol25 dataset; level of theory: the ωB97M-V functional and the def2-TZVPD basis.

```
! RIJCOSX wB97M-V def2-TZVPD def2/J DEFGRID3
* xyz 0 1
C 0.037 -0.522 -0.108
C -1.497 -0.148 0.056
O -2.226 -0.939 0.716
N -2.152 1.066 -0.468
C -1.677 1.387 -1.872
O -3.471 0.687 -0.666
S -4.481 1.636 0.339
O -4.823 2.892 -0.444
O -5.840 0.675 0.538
C -6.998 1.232 -0.193
C -8.235 0.217 0.108
C -8.862 -0.432 -1.209
Cl -7.613 -1.179 1.171
H 0.279 -0.887 -1.169
H 0.239 -1.412 0.578
H 0.759 0.304 0.214
H -2.248 2.340 -2.169
H -0.555 1.554 -1.929
H -2.045 0.537 -2.550
H -6.786 1.360 -1.305
H -7.219 2.253 0.283
H -9.009 0.805 0.693
H -8.400 -1.453 -1.469
H -9.963 -0.670 -0.960
H -8.874 0.289 -2.088
C 0.039 -4.384 0.265
C 1.148 -5.419 0.123
N 2.491 -4.851 0.163
C 3.528 -5.791 -0.255
C 3.753 -7.029 0.611
C 2.815 -4.044 1.333
C 2.694 -4.701 2.708
H 0.135 -3.596 -0.486
H -0.934 -4.861 0.126
H 0.034 -3.923 1.256
H 1.003 -5.910 -0.846
H 1.012 -6.193 0.890
H 4.479 -5.257 -0.360
H 3.286 -6.129 -1.270
H 4.278 -6.785 1.535
H 4.380 -7.745 0.071
H 2.820 -7.540 0.860
H 2.172 -3.157 1.326
H 3.827 -3.638 1.225
H 1.775 -5.280 2.817
H 2.686 -3.929 3.483
H 3.543 -5.352 2.921
C -1.922 4.214 1.288
C -2.609 5.564 1.446
N -1.770 6.581 2.072
C -2.511 7.772 2.478
C -3.153 8.618 1.380
C -0.483 6.834 1.435
C -0.487 7.265 -0.031
H -1.541 3.849 2.246
H -2.634 3.478 0.909
H -1.092 4.258 0.577
H -3.491 5.401 2.075
H -2.980 5.891 0.465
H -1.859 8.413 3.082
H -3.304 7.456 3.167
H -2.411 9.205 0.837
H -3.854 9.330 1.828
H -3.718 8.016 0.665
H 0.124 5.925 1.519
H 0.071 7.578 2.019
H -1.168 6.669 -0.642
H 0.517 7.143 -0.450
H -0.749 8.317 -0.143
C 2.253 -7.990 -3.535
C 2.023 -7.516 -4.964
N 0.656 -7.706 -5.433
C 0.508 -7.518 -6.874
C 0.776 -6.125 -7.441
C -0.395 -7.109 -4.615
C -0.336 -5.602 -4.369
H 1.957 -9.036 -3.413
H 3.314 -7.912 -3.284
H 1.703 -7.384 -2.810
H 2.698 -8.093 -5.605
H 2.337 -6.466 -5.044
H -0.496 -7.835 -7.177
H 1.184 -8.221 -7.375
H -0.039 -5.435 -7.218
H 0.854 -6.181 -8.531
H 1.710 -5.696 -7.071
H -0.395 -7.611 -3.641
H -1.372 -7.358 -5.042
H 0.668 -5.257 -4.111
H -0.993 -5.342 -3.533
H -0.688 -5.037 -5.232
C 5.199 3.833 5.563
C 4.996 4.313 4.131
N 3.627 4.165 3.650
C 3.499 4.354 2.208
C 3.814 5.738 1.642
C 2.587 4.794 4.457
C 2.690 6.300 4.701
H 4.870 2.798 5.683
H 6.260 3.879 5.822
H 4.663 4.456 6.283
H 5.658 3.713 3.497
H 5.343 5.353 4.052
H 2.488 4.068 1.896
H 4.157 3.630 1.713
H 3.017 6.452 1.858
H 3.899 5.678 0.553
H 4.757 6.139 2.019
H 2.562 4.295 5.431
H 1.607 4.574 4.020
H 3.701 6.615 4.967
H 2.033 6.581 5.529
H 2.363 6.873 3.832
*
```

Results
**HOMO level**: -8.0 eV
**E_LUMO**: 0.4996 eV
**Frontier orbital gap**: 8.520 eV
**F_max**: 4.39 eV Å⁻¹
**Molar mass**: 634.457 g mol⁻¹

Atomic partial charges in e from the Löwdin method, atoms 1 to 6: number 1, C, carries -0.01; number 2, C, carries -0.36; number 3, O, carries 0.04; number 4, N, carries -0.18; number 5, C, carries -0.04; number 6, O, carries -0.35

=====

(2)
C30H73F3N2O11Y as an isolated structure. Source: the OMol25 dataset; level of theory: the ωB97M-V functional and the def2-TZVPD basis.

```
! RIJCOSX wB97M-V def2-TZVPD def2/J DEFGRID3
* xyz 1 1
Y -1.187 -1.263 4.910
C -0.969 -0.424 0.681
C -0.486 0.531 1.766
O -0.726 0.123 3.094
H -1.901 -0.917 0.940
H -0.174 -1.144 0.502
H -1.162 0.178 -0.210
H -1.023 1.498 1.658
H 0.553 0.842 1.600
C -0.076 -4.209 3.399
O 0.777 -4.419 4.523
O -0.884 -3.188 3.673
C 0.717 -4.022 2.101
F 1.837 -3.289 2.274
F 1.083 -5.196 1.579
F -0.019 -3.389 1.171
C 1.779 -5.424 4.409
C 2.281 -5.691 5.815
H 2.354 -4.751 6.377
H 1.608 -6.323 6.391
H 3.303 -6.066 5.884
H 2.595 -5.065 3.777
H 1.401 -6.361 3.991
H -0.685 -5.127 3.293
O -2.285 0.800 5.400
H -2.064 1.588 4.805
H -3.157 0.994 5.761
O -3.275 -1.529 3.636
H -3.459 -1.084 2.774
H -4.106 -1.950 3.884
O -4.369 -1.006 1.187
H -4.106 -0.744 0.299
H -4.180 -1.967 1.221
O 1.127 -1.160 4.586
H 1.851 -1.635 5.015
H 1.496 -0.727 3.805
C 0.984 3.299 -0.759
C 2.439 3.547 -0.343
C 2.822 2.374 0.558
C 4.316 2.166 0.817
C 4.974 2.101 -0.554
C 4.690 3.304 -1.465
N 3.247 3.432 -1.569
O 2.916 4.434 -2.530
C 5.428 4.526 -0.945
C 5.245 2.927 -2.835
C 2.578 4.883 0.382
H 0.717 4.002 -1.545
H 0.301 3.330 0.094
H 0.903 2.267 -1.112
H 2.210 2.558 1.453
H 2.460 1.403 0.204
H 4.361 1.174 1.274
H 4.766 2.896 1.490
H 4.545 1.215 -1.042
H 6.053 1.938 -0.571
H 5.334 4.702 0.127
H 6.509 4.420 -1.078
H 5.128 5.439 -1.463
H 4.681 2.085 -3.237
H 5.176 3.789 -3.497
H 6.288 2.636 -2.718
H 1.753 4.956 1.099
H 2.518 5.728 -0.302
H 3.489 4.986 0.968
H 2.305 3.988 -3.124
C 1.455 0.760 -5.593
C 0.530 0.382 -4.435
C -0.358 1.598 -4.181
C -1.453 1.299 -3.163
C -2.313 0.154 -3.681
C -1.546 -1.104 -4.168
N -0.330 -0.703 -4.862
O 0.437 -1.853 -5.207
C -1.286 -1.977 -2.929
C -2.491 -1.803 -5.131
C 1.405 0.141 -3.200
H 2.145 1.594 -5.496
H 0.875 0.871 -6.515
H 2.074 -0.122 -5.800
H 0.185 2.493 -3.863
H -0.874 1.906 -5.099
H -2.086 2.174 -3.008
H -0.967 1.023 -2.224
H -3.058 0.492 -4.402
H -2.875 -0.172 -2.795
H -0.610 -2.788 -3.205
H -0.787 -1.384 -2.158
H -2.186 -2.345 -2.438
H -2.650 -1.215 -6.040
H -2.078 -2.732 -5.537
H -3.454 -1.983 -4.654
H 0.914 -0.319 -2.340
H 1.902 1.073 -2.928
H 2.183 -0.608 -3.387
H 0.457 -1.866 -6.170
C -3.813 2.804 2.747
C -2.550 3.618 2.945
C -2.768 4.954 3.613
O -1.641 2.850 3.803
H -3.596 1.803 2.372
H -4.552 3.307 2.123
H -4.286 2.710 3.733
H -1.995 3.773 2.013
H -3.505 5.547 3.078
H -1.846 5.510 3.781
H -3.098 4.780 4.646
H -1.327 2.125 3.234
C -2.340 -4.911 -1.111
C -3.579 -4.163 -0.612
C -4.787 -5.081 -0.522
O -3.378 -3.637 0.731
H -2.243 -5.800 -0.488
H -1.442 -4.298 -1.020
H -2.555 -5.086 -2.163
H -3.786 -3.351 -1.321
H -4.583 -5.886 0.181
H -5.013 -5.481 -1.512
H -5.665 -4.512 -0.216
H -2.420 -3.546 0.821
*
```

Results
**HOMO level**: -10.0 eV
**E_LUMO**: -4.2059 eV
**Frontier orbital gap**: 5.777 eV
**F_max**: 5.97 eV Å⁻¹
**Relative energy (zero: lowest compared OMol25 entry of this formula, charge and spin)**: 0.0 kcal/mol
**Molar mass**: 783.817 g mol⁻¹

Atomic partial charges in e from the Löwdin method, atoms 1 to 6: number 1, Y, carries 1.84; number 2, C, carries -0.05; number 3, C, carries -0.35; number 4, O, carries -0.40; number 5, H, carries 0.05; number 6, H, carries 0.07

=====

(3)
A 5-piece molecular cluster, C30H74BNO15PS4 overall. Source: the OMol25 dataset; level of theory: the ωB97M-V functional and the def2-TZVPD basis.

```
! RIJCOSX wB97M-V def2-TZVPD def2/J DEFGRID3
* xyz -1 1
C 7.978 4.893 2.084
C 8.483 4.915 0.626
C 7.318 4.874 -0.372
C 7.600 4.188 -1.711
C 8.369 2.870 -1.638
C 7.856 1.834 -0.638
C 6.520 1.180 -1.028
C 5.273 1.942 -0.549
C 4.054 1.017 -0.277
C 3.006 1.136 -1.378
C 2.185 2.437 -1.300
C 0.652 2.214 -1.228
C -0.100 2.884 -2.381
P -2.014 2.628 -2.267
C -3.920 2.276 -2.135
C -4.589 3.022 -1.020
O -5.912 2.420 -0.756
C -6.628 3.021 0.202
O -6.344 4.087 0.761
C -7.885 2.255 0.563
C -9.118 3.168 0.605
B -2.310 4.097 -3.579
N -1.511 4.154 -4.841
O -3.259 5.088 -3.383
H 7.722 5.885 2.443
H 7.096 4.264 2.178
H 8.722 4.471 2.757
H 9.153 4.072 0.513
H 9.027 5.846 0.507
H 6.423 4.465 0.085
H 7.069 5.911 -0.601
H 6.637 3.975 -2.179
H 8.102 4.872 -2.391
H 8.382 2.383 -2.611
H 9.413 3.103 -1.418
H 7.811 2.215 0.379
H 8.600 1.034 -0.628
H 6.507 0.196 -0.563
H 6.510 1.043 -2.107
H 5.545 2.410 0.395
H 4.999 2.695 -1.282
H 4.425 0.004 -0.175
H 3.598 1.356 0.650
H 3.487 1.059 -2.353
H 2.326 0.289 -1.309
H 2.385 3.045 -2.179
H 2.516 3.033 -0.449
H 0.440 1.151 -1.286
H 0.258 2.624 -0.299
H 0.138 3.953 -2.364
H 0.254 2.426 -3.305
H -2.071 3.586 -1.117
H -1.790 1.524 -1.295
H -1.959 1.618 -3.375
H -4.065 1.206 -1.978
H -4.404 2.567 -3.070
H -4.010 3.021 -0.100
H -4.750 4.056 -1.304
H -7.728 1.827 1.551
H -8.055 1.428 -0.117
H -9.871 2.862 -0.115
H -8.844 4.197 0.401
H -9.586 3.159 1.585
H -2.062 4.516 -5.616
H -0.687 4.732 -4.745
H -3.132 5.744 -4.073
O -7.925 -3.967 -1.626
S -8.709 -3.089 -2.441
O -8.530 -3.079 -3.858
O -8.604 -1.620 -1.866
C -7.284 -1.036 -1.679
C -6.635 -0.616 -2.979
C -10.418 -3.333 -2.092
H -6.654 -1.733 -1.124
H -7.445 -0.166 -1.050
H -6.411 -1.477 -3.607
H -5.705 -0.088 -2.773
H -7.295 0.042 -3.544
H -10.566 -3.322 -1.016
H -10.689 -4.302 -2.505
H -10.988 -2.546 -2.577
O 4.145 -4.271 0.569
S 3.329 -3.630 -0.420
O 3.316 -2.207 -0.518
O 1.840 -4.160 -0.278
C 1.195 -4.024 1.009
C 0.776 -2.599 1.311
C 3.663 -4.315 -2.004
H 1.851 -4.426 1.783
H 0.321 -4.669 0.948
H 1.638 -1.943 1.423
H 0.204 -2.571 2.238
H 0.162 -2.199 0.505
H 3.646 -5.399 -1.933
H 4.652 -3.967 -2.294
H 2.916 -3.952 -2.704
O 10.519 -5.629 2.253
S 9.484 -6.527 1.840
O 8.956 -6.449 0.515
O 8.303 -6.469 2.896
C 7.728 -5.176 3.212
C 6.829 -4.639 2.118
C 9.978 -8.186 2.157
H 8.532 -4.479 3.457
H 7.154 -5.348 4.120
H 7.393 -4.411 1.215
H 6.339 -3.725 2.450
H 6.066 -5.366 1.854
H 10.359 -8.255 3.172
H 10.759 -8.424 1.439
H 9.121 -8.838 2.011
O -6.461 -1.611 4.629
S -7.550 -1.084 3.866
O -7.849 0.313 3.901
O -8.866 -1.905 4.236
C -9.231 -1.988 5.628
C -9.817 -0.696 6.165
C -7.413 -1.600 2.190
H -8.364 -2.307 6.209
H -9.971 -2.785 5.674
H -9.079 0.103 6.174
H -10.170 -0.847 7.185
H -10.651 -0.368 5.545
H -7.216 -2.667 2.161
H -6.580 -1.046 1.760
H -8.335 -1.353 1.671
*
```

Results
**HOMO level**: -3.0 eV
**E_LUMO**: 1.7090 eV
**Frontier orbital gap**: 4.756 eV
**F_max**: 2.21 eV Å⁻¹
**Molar mass**: 858.968 g mol⁻¹

Atomic partial charges in e from the Löwdin method, atoms 1 to 6: number 1, C, carries -0.11; number 2, C, carries -0.25; number 3, C, carries -0.21; number 4, C, carries -0.20; number 5, C, carries -0.22; number 6, C, carries -0.21

=====

(4)
A 5-piece molecular cluster, C30H74O19P4 overall. Source: the OMol25 dataset; level of theory: the ωB97M-V functional and the def2-TZVPD basis.

```
! RIJCOSX wB97M-V def2-TZVPD def2/J DEFGRID3
* xyz 0 1
C -23.035 1.551 -12.255
C -24.470 2.019 -11.968
O -24.758 3.336 -11.932
P -24.020 4.294 -10.860
O -23.337 3.672 -9.725
O -25.206 5.287 -10.279
C -25.739 5.053 -8.956
C -25.505 6.267 -8.242
O -23.129 5.239 -11.901
C -22.265 6.342 -11.477
C -20.962 6.470 -12.221
H -22.565 2.044 -13.106
H -22.334 1.906 -11.499
H -23.033 0.462 -12.303
H -25.159 1.660 -12.733
H -24.878 1.577 -11.059
H -26.793 4.793 -9.051
H -25.287 4.219 -8.419
H -24.428 6.391 -8.126
H -26.032 7.096 -8.714
H -26.040 6.146 -7.300
H -22.918 7.203 -11.619
H -22.223 6.110 -10.413
H -20.489 5.512 -12.436
H -21.132 6.687 -13.276
H -20.265 7.152 -11.734
C -13.203 -2.985 -6.027
C -14.509 -3.388 -5.452
O -14.502 -2.847 -4.142
P -15.660 -3.220 -3.079
O -15.363 -4.596 -2.538
O -17.039 -3.048 -3.865
C -17.728 -4.170 -4.302
C -18.951 -3.694 -4.990
O -15.558 -2.031 -2.033
C -14.529 -1.971 -1.065
C -14.319 -0.601 -0.366
H -13.246 -3.270 -7.079
H -12.978 -1.919 -5.997
H -12.346 -3.592 -5.739
H -15.369 -2.954 -5.962
H -14.567 -4.474 -5.386
H -17.208 -4.875 -4.951
H -17.896 -4.748 -3.394
H -18.661 -3.368 -5.989
H -19.506 -4.613 -5.175
H -19.559 -2.935 -4.497
H -14.788 -2.684 -0.282
H -13.565 -2.265 -1.480
H -13.572 -0.632 0.428
H -13.823 0.084 -1.054
H -15.151 -0.088 0.116
C -21.079 10.315 -5.514
C -20.556 9.674 -4.206
O -20.882 8.339 -4.324
P -20.162 7.194 -3.373
O -19.261 7.699 -2.284
O -21.393 6.160 -2.907
C -21.910 6.367 -1.685
C -22.115 4.946 -1.044
O -19.285 6.277 -4.414
C -18.696 5.122 -4.022
C -19.039 4.020 -4.981
H -20.427 9.914 -6.290
H -22.045 9.940 -5.851
H -20.965 11.398 -5.477
H -19.479 9.693 -4.040
H -21.033 10.177 -3.364
H -21.351 6.954 -0.957
H -22.925 6.751 -1.792
H -22.846 4.290 -1.518
H -21.213 4.334 -1.065
H -22.269 5.023 0.032
H -17.654 5.401 -4.182
H -18.798 4.792 -2.988
H -18.730 4.281 -5.993
H -18.702 2.996 -4.820
H -20.079 3.696 -4.948
C -23.757 5.578 11.743
C -24.456 4.330 11.283
O -23.517 3.388 10.714
P -23.634 2.821 9.226
O -23.546 1.344 9.135
O -24.946 3.501 8.617
C -25.506 2.837 7.489
C -26.828 2.178 7.953
O -22.325 3.592 8.500
C -22.243 4.964 8.539
C -21.115 5.527 7.691
H -22.973 5.258 12.429
H -23.379 6.141 10.890
H -24.531 6.257 12.102
H -25.171 3.814 11.923
H -25.120 4.745 10.525
H -25.674 3.762 6.938
H -24.805 2.340 6.818
H -27.514 2.019 7.121
H -26.842 1.201 8.437
H -27.331 2.874 8.625
H -23.166 5.313 8.075
H -22.061 5.337 9.546
H -20.252 5.084 8.189
H -21.038 5.329 6.622
H -20.985 6.608 7.756
C -12.022 9.371 3.346
O -12.125 9.257 1.900
C -13.261 9.723 1.181
C -13.057 11.139 0.653
O -12.570 12.024 1.647
C -11.788 13.173 1.279
C -12.552 14.431 0.807
O -13.051 14.220 -0.542
C -14.421 14.219 -0.646
H -11.114 8.928 3.754
H -12.856 8.927 3.890
H -11.939 10.421 3.626
H -14.125 9.671 1.843
H -13.287 9.068 0.310
H -14.043 11.473 0.330
H -12.391 11.137 -0.211
H -11.298 12.777 0.390
H -10.949 13.284 1.967
H -11.893 15.299 0.789
H -13.342 14.725 1.498
H -14.801 15.149 -0.223
H -14.944 13.342 -0.266
H -14.639 13.932 -1.675
*
```

Results
**HOMO level**: -9.3 eV
**E_LUMO**: 0.5498 eV
**Frontier orbital gap**: 9.825 eV
**Structure (SMILES)**: CCOP(=O)(OCC)OCC.CCOP(=O)(OCC)OCC.CCOP(=O)(OCC)OCC.CCOP(=O)(OCC)OCC.COCCOCCOC
**F_max**: 5.72 eV Å⁻¹
**Relative energy (zero: lowest compared OMol25 entry of this formula, charge and spin)**: 132.5 kcal/mol
**Molar mass**: 862.799 g mol⁻¹

Atomic partial charges in e from the Löwdin method, atoms 1 to 6: number 1, C, carries -0.06; number 2, C, carries -0.34; number 3, O, carries -0.16; number 4, P, carries 0.52; number 5, O, carries -0.23; number 6, O, carries -0.19